DFT (the ωB97M-V functional and the def2-TZVPD basis) results for one molecule with the formula Br5HSi2 at a distorted geometry.

ORCA input file:
```
! wB97M-V def2-TZVPD RIJCOSX def2/J DEFGRID3
* xyz 0 1
H -0.517 -2.061 -1.274
Br -1.141 0.940 -2.407
Br -0.007 2.326 1.566
Br 2.684 0.724 -0.456
Br 1.516 -1.137 2.271
Br -2.644 -0.574 0.236
Si 0.851 0.401 0.858
Si -0.743 -0.618 -0.792
*
```

Output
Energy: -13449.87865 Eh
F_max: 2.24 eV/Å
ΔE to the lowest compared entry with this formula, charge and spin: 6.2 kcal per mole
Orbital gap: 0.3416 Ha

=====

DFT (the ωB97M-V functional and the def2-TZVPD basis) results for a 6-piece molecular cluster, C5H23NO5S2 overall at a distorted geometry.

ORCA input file:
```
! wB97M-V def2-TZVPD RIJCOSX def2/J DEFGRID3
* xyz 0 1
C 1.445 0.290 -0.185
O -1.786 -3.411 -0.991
C 2.261 1.012 0.917
H 0.336 0.838 -3.367
C -0.027 -0.342 3.154
H -1.090 -0.359 3.385
H 3.308 0.796 0.738
C 0.656 1.008 2.820
O -2.626 -0.305 -1.952
H 0.491 -0.663 4.066
C 2.148 -1.000 -0.614
H 2.728 -1.420 0.208
O -0.426 1.000 -2.791
H -2.626 3.716 -1.135
H -2.226 -2.810 -1.591
H 0.137 -0.995 2.305
H 1.404 -1.687 -1.023
H -1.021 1.047 -3.538
O -3.206 2.989 -1.311
H -3.552 -0.081 -2.063
H 2.467 -0.005 2.815
H -1.978 -3.022 -0.119
H 0.380 0.140 0.031
H -2.451 -0.798 -2.743
S 3.688 1.124 -2.591
H -2.645 2.340 -1.747
H 0.850 1.562 3.749
H -3.439 -2.661 1.899
H -0.010 1.469 2.084
S 3.128 -0.794 -2.202
H 2.011 2.075 0.789
H -1.873 -2.161 1.800
N 1.996 0.721 2.315
H 2.839 1.506 -3.540
O -2.757 -2.172 1.398
H 1.465 1.052 -0.972
*
```

Output
Energy: -1431.56461 Eh
F_max: 1.87 eV/Å
ΔE to the lowest compared entry with this formula, charge and spin: 17.1 kcal per mole
Orbital gap: 0.3042 Ha

=====

DFT (the ωB97M-V functional and the def2-TZVPD basis) results for one molecule with the formula C21H27N3O3.

ORCA input file:
```
! wB97M-V def2-TZVPD RIJCOSX def2/J DEFGRID3
* xyz 0 1
N 3.421 -1.608 0.327
H 1.643 1.726 -1.128
H -3.518 -1.360 -1.928
H 2.659 -0.559 -1.906
C -2.571 -0.829 -1.775
N 1.251 -1.806 0.589
C -3.824 0.856 -0.545
C 2.586 1.570 -1.649
O 2.551 -3.723 0.599
H -4.493 -0.508 2.476
O -0.256 -2.216 -1.761
C -2.487 -0.867 0.705
C -3.678 0.042 0.575
H -1.708 -0.300 1.236
C -2.835 0.670 -1.652
C 3.538 2.750 -1.393
H -5.004 2.361 -1.496
C -4.603 0.125 1.607
H 3.279 4.020 1.841
C 3.597 0.637 1.244
O 0.545 0.352 0.423
H 1.839 1.907 1.292
H 2.040 3.815 -0.273
H -1.895 1.175 -1.412
H 4.550 2.385 -1.211
H 4.215 0.159 -1.486
H 4.606 0.867 0.896
H 2.837 1.973 2.729
H -2.769 -1.734 1.315
C -5.661 1.013 1.529
H 0.126 -3.509 0.531
C -5.804 1.824 0.416
C -0.770 -1.973 -0.684
C -4.891 1.738 -0.620
H -6.629 2.517 0.353
H 3.700 0.010 2.133
C 2.871 1.932 1.638
H 4.626 3.104 1.183
C 2.924 -0.250 0.181
C 3.539 3.217 1.147
H -3.216 1.070 -2.592
C 3.123 3.676 -0.249
H -0.576 -2.194 1.519
H 3.581 3.353 -2.302
C -0.052 -2.432 0.595
C 2.451 -2.531 0.496
N -1.937 -1.314 -0.565
H 2.355 1.539 -2.716
H 3.580 4.655 -0.420
H -1.897 -1.054 -2.603
C 3.142 0.196 -1.278
C 1.433 -0.472 0.413
H -6.376 1.069 2.337
H 4.374 -1.865 0.139
*
```

Output
Energy: -1206.49373 Eh
F_max: 0.60 eV/Å
ΔE to the lowest compared entry with this formula, charge and spin: 24.7 kcal per mole
Orbital gap: 0.3578 Ha

=====

DFT (the ωB97M-V functional and the def2-TZVPD basis) results for one molecule with the formula C7H19NSSi at a distorted geometry.

ORCA input file:
```
! wB97M-V def2-TZVPD RIJCOSX def2/J DEFGRID3
* xyz 0 3
H -3.444 -1.642 1.438
H 0.774 0.792 -1.558
C 3.337 0.667 1.047
H 1.545 -1.833 -2.937
C -1.455 0.505 2.241
C 0.861 -1.007 -2.752
C -3.119 -1.375 0.439
H -0.950 1.904 -0.555
H -2.677 1.665 -0.507
C -1.733 1.156 -0.683
H 1.269 1.274 0.734
C 1.843 0.404 1.042
H 0.703 -0.469 -3.684
H -1.728 0.845 -1.723
H -2.421 0.921 2.514
C 1.413 -0.078 -1.689
N -0.320 -1.487 0.196
H 3.584 1.399 1.812
S 1.461 -0.986 -0.091
H 3.882 -0.248 1.263
H 1.491 0.071 2.016
H 2.436 0.226 -1.905
H 3.667 1.056 0.086
Si -1.524 -0.338 0.516
H -3.917 -0.816 -0.036
H -0.733 1.318 2.289
H -1.186 -0.219 3.006
H -2.971 -2.293 -0.118
H -0.087 -1.412 -2.406
*
```

Output
Energy: -1020.39594 Eh
F_max: 4.85 eV/Å
Orbital gap (spin up / spin down): 0.2040 / 0.2899 Ha